DFT (wB97M-V/def2-TZVPD) results for a cluster of 12 separate species, C46H74BrFN13O2 in total.

Structure (XYZ):
```
137
Properties=species:S:1:pos:R:3:mulliken_charge:R:1
C 3.57 5.67 1.11 -1.399
C 3.31 4.18 0.91 -0.398
C 2.80 3.83 -0.50 -1.023
C 1.45 3.10 -0.54 -0.276
C 1.56 1.68 -1.08 -0.177
C 0.22 0.95 -1.35 -1.834
C -0.47 0.64 -0.06 0.770
C -1.40 1.56 0.52 -0.112
C -1.81 2.84 -0.14 -0.966
N -1.98 1.34 1.68 -0.618
N -1.71 0.23 2.34 0.779
C -2.38 0.10 3.67 -1.221
C -3.32 1.24 3.99 -0.884
C -4.64 1.18 3.19 -0.618
C -5.89 1.57 4.01 -0.616
C -7.16 0.85 3.49 -1.030
C -8.23 1.82 2.95 -0.712
C -8.24 1.92 1.41 -0.525
C -9.67 1.81 0.88 -0.700
O -9.73 1.51 -0.52 -0.389
C -9.18 2.48 -1.31 0.733
C -10.10 3.61 -1.67 -0.937
O -8.07 2.38 -1.72 -0.530
C -0.90 -0.73 1.89 0.311
Br -0.66 -2.24 2.96 -0.018
C -0.25 -0.56 0.64 0.772
C 0.66 -1.67 0.10 -0.268
F -0.06 -2.88 0.19 -0.290
C 2.00 -1.81 0.81 -0.444
C 3.20 -1.31 -0.03 -1.160
H 2.72 6.28 0.81 0.370
H 4.43 6.01 0.53 0.337
H 3.78 5.90 2.15 0.372
H 2.63 3.84 1.69 0.335
H 4.25 3.67 1.09 0.267
H 3.57 3.25 -1.01 0.443
H 2.70 4.77 -1.05 0.483
H 1.02 3.11 0.46 0.261
H 0.77 3.67 -1.17 0.161
H 2.06 1.09 -0.31 0.014
H 2.19 1.66 -1.97 0.673
H 0.45 0.05 -1.90 0.427
H -0.40 1.56 -2.01 0.554
H -1.71 3.67 0.55 0.216
H -2.87 2.74 -0.37 0.450
H -1.29 3.00 -1.07 -0.155
H -2.94 -0.83 3.71 0.612
H -1.59 0.05 4.42 0.535
H -3.59 1.16 5.04 0.587
H -2.85 2.22 3.88 0.152
H -4.54 1.82 2.32 0.118
H -4.73 0.16 2.80 0.429
H -5.71 1.29 5.05 0.462
H -6.00 2.65 3.93 0.392
H -6.89 0.18 2.68 0.467
H -7.55 0.24 4.29 0.441
H -9.21 1.49 3.32 0.494
H -8.08 2.82 3.36 0.424
H -7.68 1.10 0.95 0.405
H -7.78 2.85 1.09 0.230
H -10.20 1.05 1.44 0.323
H -10.16 2.78 1.05 0.272
H -10.98 3.20 -2.17 0.298
H -10.44 4.12 -0.76 0.286
H -9.58 4.28 -2.34 0.335
H 0.83 -1.53 -0.96 0.420
H 2.14 -2.88 0.94 0.523
H 2.00 -1.38 1.81 0.332
H 3.77 -0.57 0.53 0.315
H 3.84 -2.14 -0.30 0.287
H 2.88 -0.87 -0.96 0.291
C 7.02 -2.87 -1.99 -0.514
C 5.94 -1.94 -2.32 0.339
N 5.09 -1.22 -2.58 -0.452
H 6.70 -3.89 -2.17 0.304
H 7.90 -2.66 -2.61 -0.030
H 7.29 -2.77 -0.94 0.368
C -13.63 0.14 0.49 -0.784
C -12.99 -0.09 1.78 0.384
N -12.48 -0.27 2.79 -0.406
H -13.22 -0.53 -0.25 0.259
H -14.70 -0.02 0.57 0.333
H -13.45 1.17 0.17 0.242
C 10.04 -5.82 -2.31 -0.402
C 9.17 -5.30 -1.26 0.435
N 8.50 -4.89 -0.43 -0.475
H 9.55 -6.64 -2.83 0.289
H 10.26 -5.04 -3.02 -0.189
H 10.97 -6.18 -1.88 0.333
C 12.84 -2.97 -4.48 -0.878
C 12.54 -4.39 -4.44 0.528
N 12.31 -5.52 -4.42 -0.488
H 13.71 -2.77 -3.85 0.314
H 13.06 -2.66 -5.49 0.331
H 11.99 -2.41 -4.10 0.275
C 16.87 -4.88 -5.65 -0.836
C 15.88 -3.91 -6.10 0.386
N 15.09 -3.16 -6.46 -0.421
H 16.50 -5.89 -5.83 0.276
H 17.80 -4.73 -6.20 0.315
H 17.05 -4.75 -4.59 0.269
C -2.84 5.42 3.61 -0.786
C -3.15 5.27 5.03 0.346
N -3.40 5.15 6.14 -0.368
H -1.87 4.96 3.40 0.196
H -3.60 4.93 3.01 0.229
H -2.80 6.47 3.35 0.419
C -4.62 6.09 9.28 -0.680
C -5.52 7.05 9.91 0.288
N -6.23 7.81 10.40 -0.340
H -3.93 5.70 10.03 0.272
H -5.19 5.27 8.85 0.237
H -4.05 6.57 8.49 0.222
C 0.04 2.88 -5.78 -0.898
C -0.72 3.31 -4.61 0.411
N -1.32 3.65 -3.70 -0.365
H -0.48 2.05 -6.27 0.289
H 0.13 3.71 -6.49 0.326
H 1.03 2.56 -5.48 0.263
C -2.59 -4.56 -1.00 -0.382
C -2.63 -5.98 -1.34 0.234
N -2.67 -7.09 -1.60 -0.356
H -1.57 -4.28 -0.72 -0.041
H -2.90 -3.97 -1.85 0.294
H -3.25 -4.36 -0.16 0.253
C 9.01 -2.13 -5.99 -0.901
C 9.49 -2.32 -4.63 0.559
N 9.89 -2.47 -3.57 -0.609
H 9.44 -2.88 -6.65 0.292
H 7.92 -2.22 -6.01 0.313
H 9.28 -1.13 -6.34 0.313
C -3.01 -9.85 0.07 -0.626
C -2.34 -10.98 0.71 0.274
N -1.82 -11.87 1.21 -0.356
H -3.68 -9.37 0.78 0.259
H -2.27 -9.13 -0.27 0.186
H -3.58 -10.20 -0.79 0.272
```

Calculated values
Strongest force on any atom: 1.02 eV/A
Charge: +1
Orbital gap: 7.9 eV